## w
DFT (wB97M-V/def2-TZVPD) results for the molecule C3H6N3P.

Each line ends with the natural charge from an NBO analysis.
Geometry (Å):
C: 0.508 -0.135 -0.030  0.020
H: 1.640 1.957 1.909  0.403
H: -2.953 0.282 0.382  0.002
N: 1.047 1.515 1.244  -0.066
C: 0.823 -1.426 -0.636  -0.623
C: -0.581 0.639 -0.176  -0.199
N: 1.475 0.419 0.801  -0.298
H: 0.974 -1.455 -1.810  0.227
H: -2.349 -0.587 -1.164  -0.029
P: -2.290 0.734 -0.885  0.346
H: 0.036 -2.020 -0.491  0.213
H: 1.766 -1.916 -0.094  0.239
N: -0.097 1.994 0.952  -0.235

As for the structure (SMILES): Cc1n[nH]nc1P. The calculation puts the frontier orbital gap at 9.7446 eV. The calculation puts the HOMO energy at -8.92 eV.

## x
DFT (wB97M-V/def2-TZVPD) results for a cluster of 2 separate species, C3H6N3P in total.

Each line ends with the natural charge from an NBO analysis.
Geometry (Å):
N: 2.679 -1.224 0.707  -1.089
H: -0.819 0.200 1.606  0.202
N: -0.402 0.740 -1.508  -0.264
P: 2.521 0.177 1.620  0.388
C: -2.199 0.425 -0.096  -0.344
H: -2.377 0.824 -2.262  0.200
N: 0.066 0.439 -0.346  -0.360
C: -0.952 0.433 0.600  -0.077
C: -1.700 0.711 -1.443  -0.058
H: 2.211 -1.525 -0.149  0.387
H: 1.027 0.648 -0.067  0.399
H: -3.136 0.271 0.383  0.230
H: 3.080 -2.118 0.955  0.384

The calculation puts the frontier orbital gap (alpha / beta) at 6.9041 / 6.9063 eV. The calculation puts the HOMO energy (alpha / beta) at -7.96 / -7.96 eV.

## y
DFT (wB97M-V/def2-TZVPD) results for a cluster of 2 separate species, C3H6N3P in total.

Each line ends with the natural charge from an NBO analysis.
Geometry (Å):
C: -2.061 -0.495 0.655  -0.051
H: 2.075 -1.487 -0.684  -0.061
H: 2.267 1.323 -1.156  0.364
C: -0.747 0.989 -0.228  0.336
N: -1.049 0.056 -1.130  -0.424
H: -2.689 -1.087 1.294  0.211
H: -1.312 1.200 1.892  0.238
N: -1.874 -0.860 -0.606  -0.270
P: 2.826 -0.508 0.004  0.750
H: -0.774 -0.001 -2.098  0.413
N: 2.295 0.956 -0.214  -1.006
H: 2.398 -0.762 1.307  -0.038
C: -1.355 0.676 0.963  -0.463

The calculation puts the frontier orbital gap (alpha / beta) at 8.5205 / 7.3803 eV. The calculation puts the HOMO energy (alpha / beta) at -9.55 / -8.60 eV.

It is x that is the most stable of them.

## w
DFT (wB97M-V/def2-TZVPD) results for a cluster of 3 separate species, C4H11NO3 in total.

Each line ends with the natural charge from an NBO analysis.
Geometry (Å):
H: -0.813 -2.208 0.681  0.364
H: 1.253 -1.578 -0.401  0.214
O: 2.637 0.426 -1.586  -1.035
H: 0.826 1.504 -0.436  0.219
C: -1.856 0.799 -0.263  -0.664
N: -1.335 -1.521 0.150  -0.874
O: -0.772 0.198 1.727  -0.738
H: 3.226 1.143 -1.308  0.431
C: 0.827 0.495 -0.822  -0.203
C: 1.246 -0.562 -0.031  0.260
H: -0.110 -0.358 2.162  0.482
H: -1.539 1.827 -0.094  0.226
H: -2.850 0.693 0.192  0.221
H: -2.323 -1.643 0.365  0.363
C: -0.902 -0.182 0.380  0.425
H: 0.386 0.281 -1.781  0.252
O: 1.869 -0.418 1.152  -0.668
H: -1.952 0.611 -1.331  0.227
H: 2.184 0.494 1.242  0.496

The calculation puts the frontier orbital gap at 8.1335 eV. The calculation puts the HOMO energy at -7.59 eV.

## x
DFT (wB97M-V/def2-TZVPD) results for a cluster of 2 separate species, C4H11NO3 in total.

Each line ends with the natural charge from an NBO analysis.
Geometry (Å):
H: -0.225 2.186 1.093  0.398
N: -0.175 1.428 0.570  -0.637
O: 1.041 -0.090 -0.573  -0.688
C: -0.835 -0.771 1.602  -0.638
H: -0.661 -0.618 2.630  0.211
H: -2.329 0.967 -1.207  0.222
H: 2.326 1.783 -1.171  0.502
H: -1.206 -0.556 -1.199  0.233
H: -2.219 0.996 1.183  0.204
O: 1.571 2.117 -0.646  -0.682
O: 3.121 -1.980 -1.912  -0.962
H: 2.870 -1.215 -1.382  0.488
C: -1.968 0.142 -0.580  -0.631
H: 0.128 -0.880 1.263  0.237
C: -1.330 0.458 0.758  -0.044
C: 0.795 1.081 -0.290  0.886
H: 3.264 -2.778 -1.321  0.472
H: -2.867 -0.503 -0.265  0.212
H: -1.299 -1.766 1.446  0.217

As for the structure (SMILES): CC(C)NC(=O)O.O. The calculation puts the frontier orbital gap at 10.7626 eV. The calculation puts the HOMO energy at -10.12 eV.

## y
DFT (wB97M-V/def2-TZVPD) results for a cluster of 2 separate species, C4H11NO3 in total.

Each line ends with the natural charge from an NBO analysis.
Geometry (Å):
C: -0.132 -2.007 1.260  0.504
O: 0.573 -3.029 1.255  -0.606
H: 2.066 0.064 1.460  0.467
C: -1.412 -0.159 0.317  -0.246
H: 0.689 0.059 0.041  0.195
C: -0.140 0.686 -1.803  -0.023
O: 0.374 1.850 -2.280  -0.699
H: 0.290 -0.088 -2.298  0.181
H: -1.256 0.615 -2.204  0.115
N: -0.912 -1.631 0.231  -0.623
H: -1.987 0.104 1.248  0.225
H: -0.254 -1.296 2.177  0.119
H: -0.032 1.640 0.383  0.223
H: -1.041 -2.044 -0.634  0.405
O: 2.611 0.753 1.974  -0.934
H: -2.200 -0.020 -0.384  0.206
H: -0.186 2.697 -1.892  0.468
C: -0.170 0.614 -0.166  -0.446
H: 3.118 1.191 1.315  0.467

As for the structure (SMILES): O=CNCCCO.O. The calculation puts the frontier orbital gap at 10.3994 eV. The calculation puts the HOMO energy at -9.95 eV.

It is x that is the most stable of them.

## w
DFT (wB97M-V/def2-TZVPD) results for the ion C3H9NS with charge +1.

Each line ends with the natural charge from an NBO analysis.
Geometry (Å):
H: 2.547 -1.730 -0.370  0.276
H: -1.930 3.030 0.295  0.159
N: 0.869 -0.746 0.278  -0.118
S: -2.538 1.781 0.232  0.030
H: -0.836 -0.508 -0.754  0.267
C: -1.207 0.753 0.961  -0.572
H: 2.063 -0.221 -1.291  0.245
H: 0.190 1.043 -0.674  0.241
C: -0.313 0.207 -0.073  -0.242
H: 1.347 -2.012 -1.482  0.293
H: 0.429 -1.677 0.564  0.401
H: -1.815 0.000 1.436  0.245
C: 1.768 -1.134 -0.842  -0.477
H: -0.575 1.213 1.719  0.252

The total charge is +1. The calculation puts the frontier orbital gap (alpha / beta) at 9.6719 / 4.9188 eV. The calculation puts the HOMO energy (alpha / beta) at -13.27 / -13.25 eV. As for the multiplicity: 2.

## x
DFT (wB97M-V/def2-TZVPD) results for a cluster of 2 separate species, C3H9NS in total.

Each line ends with the natural charge from an NBO analysis.
Geometry (Å):
C: -1.021 -1.493 -2.673  -0.737
H: -0.345 1.716 -0.985  0.290
H: 1.233 1.062 5.128  0.181
H: 0.559 0.191 -1.022  0.283
H: -1.944 -1.989 -2.240  0.282
C: 2.018 0.779 4.382  -0.068
H: -0.979 -1.633 -3.762  0.291
H: -0.754 0.282 0.024  0.312
H: -0.152 -1.728 -2.069  0.263
C: -0.439 0.606 -0.993  -0.870
S: -1.578 0.245 -2.292  0.884
N: 2.708 -0.305 4.417  -0.568
H: 3.125 -0.352 3.480  0.321
H: 2.183 1.395 3.483  0.135

The total charge is +1. The calculation puts the frontier orbital gap (alpha / beta) at 8.3612 / 3.6826 eV. The calculation puts the HOMO energy (alpha / beta) at -12.37 / -12.37 eV. As for the multiplicity: 2.

It is w that is the most stable of them.

## w
DFT (wB97M-V/def2-TZVPD) results for the molecule C3H10NO.

Each line ends with the natural charge from an NBO analysis.
Geometry (Å):
O: 1.231 -1.499 -0.914  -0.756
H: 1.576 0.405 -0.548  0.185
C: -0.506 -0.056 -0.102  -0.129
H: 1.645 -1.710 -1.778  0.484
C: 0.729 -0.127 -0.981  -0.112
H: -1.740 1.541 0.861  0.237
H: -1.318 -0.597 -0.575  0.225
C: -0.887 1.392 0.205  -0.643
H: -0.043 1.884 0.696  0.219
N: -0.139 -0.713 1.228  -1.077
H: 0.588 0.320 -1.970  0.191
H: 0.271 -1.618 0.940  0.419
H: -1.135 1.890 -0.739  0.212
H: -0.906 -0.890 1.940  0.247
H: 0.633 -0.221 1.736  0.297

The calculation puts the frontier orbital gap (alpha / beta) at 3.9708 / 11.6546 eV. The calculation puts the HOMO energy (alpha / beta) at -3.28 / -11.21 eV. As for the multiplicity: 2.

## x
DFT (wB97M-V/def2-TZVPD) results for a cluster of 2 separate species, C3H10NO in total.

Each line ends with the natural charge from an NBO analysis.
Geometry (Å):
H: 0.910 -2.085 1.863  0.214
H: 0.960 -0.673 -1.825  0.478
C: 1.171 -1.181 1.311  -0.639
C: 0.811 -1.504 -0.123  -0.072
H: 2.247 -1.042 1.438  0.209
H: 0.688 -0.272 1.659  0.238
H: -2.137 2.847 0.064  0.160
O: 0.726 -0.305 -0.967  -0.738
H: -2.307 0.507 0.371  0.370
H: -0.199 -1.926 -0.112  0.160
N: -1.424 0.906 0.110  -0.821
H: 1.492 -2.176 -0.641  0.175
H: -0.545 2.600 -0.895  0.174
C: -1.331 2.218 -0.275  -0.311
H: -0.713 0.257 -0.223  0.403

The calculation puts the frontier orbital gap (alpha / beta) at 6.3102 / 10.9124 eV. The calculation puts the HOMO energy (alpha / beta) at -5.53 / -10.14 eV. As for the multiplicity: 2.

It is x that is the most stable of them.

## w
DFT (wB97M-V/def2-TZVPD) results for the molecule C8H8N2P2.

Each line ends with the natural charge from an NBO analysis.
Geometry (Å):
H: -4.739 -1.300 1.260  0.217
N: -1.481 1.642 0.132  -0.403
C: 4.144 -0.137 -0.465  -0.367
C: 3.834 -1.310 -0.924  -0.022
C: 3.551 0.720 0.547  -0.214
C: -2.055 -0.996 -0.611  -0.482
H: -4.330 1.373 0.742  0.243
H: 5.015 0.424 -0.995  0.228
C: -4.015 -0.869 0.534  -0.210
P: 1.044 1.023 -0.653  0.683
H: -2.969 -2.699 0.274  0.213
H: 4.164 -1.889 -1.655  0.158
N: -0.272 1.500 0.144  -0.414
C: 2.335 1.236 0.597  -0.511
H: 4.230 1.172 1.262  0.215
P: -2.548 0.758 -0.905  0.931
C: -3.015 -1.722 -0.024  -0.225
H: 2.073 2.050 1.312  0.238
C: -3.856 0.449 0.313  -0.504
H: -1.109 -1.426 -0.885  0.227

The calculation puts the frontier orbital gap (alpha / beta) at 6.8319 / 6.8894 eV. The calculation puts the HOMO energy (alpha / beta) at -7.97 / -7.41 eV.

## x
DFT (wB97M-V/def2-TZVPD) results for the molecule C8H8N2P2.

Each line ends with the natural charge from an NBO analysis.
Geometry (Å):
C: 3.733 -1.256 0.255  -0.509
P: -0.922 -0.562 -0.439  0.641
H: -0.759 0.547 0.330  -0.021
C: -5.848 0.247 -0.626  -0.198
H: 1.404 0.977 -1.206  0.233
H: -4.220 -1.778 1.048  0.232
H: 4.388 -1.886 0.833  0.237
H: -2.072 -2.151 0.879  0.245
C: -3.818 -1.202 0.212  -0.279
H: 3.139 1.919 -0.430  0.212
C: 3.208 0.895 -0.395  -0.208
H: -6.646 0.963 -0.875  0.247
C: -4.878 -0.381 -0.259  -0.054
H: 5.228 0.172 0.522  0.229
C: 2.138 0.260 -0.927  -0.541
N: 1.118 -1.911 0.514  -0.363
N: -0.023 -1.538 0.645  -0.392
C: -2.506 -1.307 0.212  -0.438
P: 2.234 -1.561 -0.696  0.945
C: 4.183 0.018 0.220  -0.218

As for the structure (SMILES): C#C/C=C\P/N=N\p1cccc1. The calculation puts the frontier orbital gap at 8.0673 eV. The calculation puts the HOMO energy at -8.12 eV.

It is x that is the most stable of them.

## w
DFT (wB97M-V/def2-TZVPD) results for a cluster of 2 separate species, C4H9N in total.

Each line ends with the natural charge from an NBO analysis.
Geometry (Å):
H: 1.173 -1.245 -0.968  0.234
H: -2.025 -1.068 0.278  0.197
C: 0.945 -1.012 0.059  -0.072
H: 0.127 1.458 -0.638  0.242
H: 0.217 1.231 -2.410  0.201
C: -1.297 -1.197 1.087  -0.435
C: 1.150 -0.890 1.314  -0.068
H: -1.769 -0.884 2.025  0.197
N: -0.139 -0.334 0.824  -0.447
H: -1.028 -2.263 1.157  0.169
H: 1.224 2.478 -1.629  0.208
H: 1.704 -0.931 2.236  0.231
C: 0.260 1.964 -1.599  -0.867
H: -0.544 2.693 -1.736  0.211

As for the structure (SMILES): CN1C=C1.C. The calculation puts the frontier orbital gap at 9.5278 eV. The calculation puts the HOMO energy at -8.36 eV.

## x
DFT (wB97M-V/def2-TZVPD) results for a cluster of 2 separate species, C4H9N in total.

Each line ends with the natural charge from an NBO analysis.
Geometry (Å):
H: 1.062 3.488 0.599  0.210
H: 1.532 2.396 1.871  0.216
H: -0.600 -2.974 0.538  0.152
H: 2.447 2.422 0.479  0.209
H: 0.168 -4.301 -0.544  0.158
H: -1.923 -2.625 -1.367  0.325
H: 0.938 0.251 0.171  0.186
H: -1.415 0.586 -0.401  0.199
H: -1.361 2.436 -0.300  0.190
N: -1.439 -3.455 -1.382  -0.589
C: 1.474 2.508 0.825  -0.622
C: 0.534 1.380 0.086  -0.176
C: -0.641 -3.550 -0.389  -0.045
C: -0.776 1.440 -0.186  -0.413

As for the structure (SMILES): C=CC.C=N. The calculation puts the frontier orbital gap at 10.8908 eV. The calculation puts the HOMO energy at -9.93 eV.

## y
DFT (wB97M-V/def2-TZVPD) results for the molecule C4H9N.

Each line ends with the natural charge from an NBO analysis.
Geometry (Å):
C: -1.523 0.248 -0.042  -0.537
H: 0.955 1.230 -1.711  0.229
N: 0.680 -0.624 -0.037  -0.606
H: -0.068 2.582 -0.967  0.239
C: -0.194 0.460 -0.169  0.189
C: 0.431 1.624 -0.838  -0.663
H: 1.641 -0.296 0.009  0.366
C: 0.393 -1.657 0.975  -0.415
H: -2.238 1.025 -0.271  0.203
H: 1.258 2.032 -0.218  0.205
H: -0.381 -1.236 1.617  0.204
H: 1.365 -1.860 1.424  0.198
H: 0.035 -2.616 0.593  0.190
H: -1.920 -0.748 0.086  0.198

As for the structure (SMILES): C=C(C)NC. The calculation puts the frontier orbital gap at 8.9976 eV. The calculation puts the HOMO energy at -7.96 eV.

It is y that is the most stable of them.